Computed, not measured: a structure of composition C28H41N4O3PPd, with ωB97M-V/def2-TZVPD.

XYZ file:
```
78
Properties=species:S:1:pos:R:3
H -5.488 -4.235 2.074
H -2.262 1.865 2.047
H 0.535 -4.739 -0.159
H -4.096 1.655 0.162
H 1.982 1.235 4.127
H -1.990 -3.031 -4.155
C 1.604 0.376 2.192
H 2.294 4.002 -2.696
C -6.255 -2.708 0.845
P 0.490 -0.354 -2.290
H 2.051 1.741 -1.661
C 0.263 -3.701 0.074
H -1.105 1.792 -0.241
H 1.378 -3.806 1.892
C -3.172 1.342 -0.351
H -2.186 -0.041 -3.526
C 3.787 0.361 3.510
C -2.045 2.317 -0.036
C -3.051 -2.255 0.599
C 4.720 -0.211 2.657
C 4.434 -0.699 1.356
O -0.375 -1.046 -3.528
C -6.119 -1.556 0.070
C -1.152 -3.657 0.648
H -3.397 1.359 -1.429
Pd -0.252 -0.411 -0.337
H -7.047 -1.179 -0.358
H 0.271 -3.135 -0.861
C -1.790 -1.048 -3.351
H 4.238 -0.146 -3.605
C 1.279 2.135 -2.331
H 5.297 -0.895 0.721
N 1.021 -1.823 1.520
H 5.755 -0.227 2.984
H 4.282 -1.161 -5.064
H 3.186 -1.340 -0.218
C 2.448 0.685 3.317
C 1.334 -3.147 1.012
H -1.737 -4.510 0.267
C -0.623 3.248 1.839
H -3.476 -2.067 -4.209
O 0.711 1.095 -3.113
C 0.264 2.228 2.549
H -2.161 -1.747 -5.363
H -2.031 -1.321 -2.320
N -2.757 0.019 0.061
H -2.087 3.204 -0.681
H -0.101 3.619 0.948
H 2.651 2.731 -3.882
C -5.015 -0.781 -0.213
H 4.298 -1.902 -3.449
H 2.020 -2.058 -4.505
H -0.234 1.951 3.494
C 1.924 -0.913 1.486
O 1.926 -1.069 -2.704
C -2.391 -2.032 -4.333
C -3.628 -0.925 0.165
H -1.096 -3.781 1.740
H -2.774 3.495 1.618
H -0.713 4.104 2.519
H -3.243 -3.936 1.902
H -7.256 -3.096 0.998
C 3.224 -0.987 0.807
H -5.223 0.095 -0.816
C 1.866 3.174 -3.266
C 2.376 -1.130 -4.046
H 4.185 0.680 4.473
N -1.810 -2.414 0.307
H 2.314 -3.207 0.525
C -2.005 2.734 1.432
H 1.194 2.742 2.837
H 0.509 2.580 -1.690
C -3.835 -3.217 1.348
C -5.193 -3.395 1.446
H 1.093 3.568 -3.929
N 0.554 1.024 1.796
C 3.892 -1.082 -4.045
H 1.968 -0.297 -4.624
```

HOMO level   -0.504 eV
Lowest unoccupied orbital energy   4.76 eV
Total charge   -2